# 1
The following is a DFT calculation (ωB97M-V/def2-TZVPD) of a cluster of 5 separate species, C37H40FN8O9 in total in a non-equilibrium geometry.

Computed properties:
- Charge: +1
- HOMO-LUMO gap: 0.1733 Ha
- HOMO energy: -11.11 eV

Last column: Löwdin charge in e.
Atoms and positions in Å:
C  -1.74  -0.96  -2.26  -0.061
N  -1.75  -2.15  -3.14  -0.154
C  -3.12  -2.56  -3.54  -0.078
C  -0.97  -3.22  -2.62  -0.414
O  0.23  -3.15  -2.71  0.108
C  -1.55  -4.53  -1.97  -0.071
N  -2.22  -4.32  -0.64  -0.052
C  -1.27  -3.88  0.43  -0.125
C  -1.91  -2.70  1.32  -0.100
C  -0.81  -1.57  1.39  -0.221
C  0.46  -1.98  2.00  -0.050
C  1.57  -1.03  2.11  -0.047
C  1.34  0.31  1.58  -0.070
C  0.08  0.72  0.99  -0.047
C  -1.03  -0.22  0.89  -0.047
C  -2.73  -5.57  -0.16  -0.220
N  -4.04  -5.68  0.21  0.184
N  -1.94  -6.73  0.00  0.135
F  -1.83  -7.08  1.33  0.020
H  -0.74  -0.91  -1.76  0.094
H  -1.76  -0.06  -2.94  0.109
H  -2.56  -0.94  -1.50  0.069
H  -3.03  -3.32  -4.36  0.100
H  -3.75  -2.94  -2.68  0.088
H  -3.60  -1.67  -4.03  0.105
H  -2.24  -5.08  -2.67  0.141
H  -0.68  -5.23  -1.81  0.127
H  -0.27  -3.60  0.00  0.140
H  -1.06  -4.70  1.18  0.127
H  -2.03  -3.04  2.38  0.118
H  -2.87  -2.32  0.88  0.117
H  0.62  -3.01  2.40  0.107
H  2.51  -1.38  2.56  0.105
H  2.18  1.03  1.62  0.085
H  -0.09  1.74  0.58  0.110
H  -2.03  0.03  0.46  0.088
H  -4.75  -5.81  -0.51  0.147
H  -4.26  -5.62  1.20  0.144
H  -0.97  -6.59  -0.31  0.152
C  -4.25  5.61  -0.45  -0.051
C  -4.20  4.63  0.54  -0.053
C  -4.29  3.29  0.19  -0.001
C  -4.41  2.95  -1.16  -0.153
C  -4.46  3.92  -2.14  -0.001
C  -4.38  5.26  -1.78  -0.049
N  -4.47  1.54  -1.53  -0.340
O  -4.44  0.70  -0.63  0.032
O  -4.54  1.27  -2.72  0.068
H  -4.18  6.66  -0.17  0.092
H  -4.10  4.91  1.58  0.083
H  -4.25  2.54  0.96  0.116
H  -4.56  3.66  -3.19  0.120
H  -4.41  6.03  -2.55  0.113
C  6.37  0.05  -2.91  -0.085
C  7.02  1.05  -2.18  -0.067
C  6.30  1.85  -1.32  0.007
C  4.93  1.65  -1.18  -0.143
C  4.27  0.66  -1.90  -0.008
C  5.00  -0.13  -2.77  -0.076
N  4.17  2.48  -0.24  -0.335
O  4.77  3.35  0.37  0.090
O  2.98  2.25  -0.12  0.038
H  6.94  -0.58  -3.59  0.112
H  8.08  1.19  -2.30  0.114
H  6.81  2.62  -0.75  0.122
H  3.21  0.51  -1.80  0.118
H  4.50  -0.91  -3.34  0.110
C  6.88  -6.26  -1.96  -0.070
C  8.05  -5.51  -1.93  -0.060
C  8.02  -4.19  -1.49  0.003
C  6.82  -3.64  -1.08  -0.144
C  5.64  -4.37  -1.12  -0.007
C  5.68  -5.69  -1.56  -0.071
N  6.79  -2.26  -0.59  -0.340
O  7.83  -1.63  -0.59  0.080
O  5.72  -1.81  -0.21  0.070
H  6.90  -7.28  -2.30  0.109
H  8.98  -5.95  -2.25  0.112
H  8.94  -3.62  -1.47  0.122
H  4.70  -3.94  -0.80  0.116
H  4.76  -6.27  -1.59  0.104
C  -4.15  6.67  6.77  -0.067
C  -3.68  7.96  6.58  -0.059
C  -3.54  8.47  5.30  0.003
C  -3.87  7.68  4.21  -0.139
C  -4.34  6.39  4.39  -0.003
C  -4.48  5.88  5.67  -0.064
N  -3.75  8.23  2.86  -0.331
O  -3.32  9.36  2.74  0.099
O  -4.08  7.52  1.92  0.050
H  -4.27  6.27  7.77  0.110
H  -3.43  8.57  7.44  0.112
H  -3.17  9.48  5.17  0.122
H  -4.60  5.77  3.54  0.099
H  -4.85  4.87  5.82  0.109

***

# 2
The following is a DFT calculation (ωB97M-V/def2-TZVPD) of a structure of composition C7H10O in a non-equilibrium geometry.

Computed properties:
- HOMO-LUMO gap: 0.3928 Ha
- Energy above the lowest of the compared OMol25 structures with the same formula, charge and spin: 123.1 kcal per mole
- HOMO energy: -9.73 eV

Last column: Löwdin charge in e.
Atoms and positions in Å:
C  -2.07  -0.59  -0.33  0.060
C  -0.86  -0.27  -0.17  -0.376
C  -0.10  -0.38  1.08  -0.293
C  1.12  -1.14  0.58  -0.086
C  1.17  -0.62  -0.96  -0.120
C  0.13  0.35  -1.12  -0.254
C  0.05  1.04  1.03  -0.162
H  -2.71  -1.11  0.63  0.143
H  -2.70  -0.27  -1.12  0.047
H  -0.54  -0.80  1.90  0.134
H  2.06  -0.80  1.10  0.114
H  1.21  -2.20  0.88  0.110
H  1.91  0.10  -1.06  0.087
H  1.30  -1.69  -1.66  0.207
H  -0.24  0.41  -2.10  0.147
H  -0.84  1.59  1.71  0.196
H  0.88  1.19  1.65  0.094
O  0.38  1.66  -0.33  -0.046

***

# 3
The following is a DFT calculation (ωB97M-V/def2-TZVPD) of a structure of composition C12H25Cl2N3Nd in a non-equilibrium geometry.

Computed properties:
- Charge: -1
- HOMO-LUMO gap (spin up / spin down): 0.1239 / 0.1287 Ha
- ⟨S²⟩: 3.755
- Energy above the lowest of the compared OMol25 structures with the same formula, charge and spin: 55.6 kcal per mole
- Multiplicity: 4
- HOMO energy (spin up / spin down): -0.98 / -1.11 eV

Last column: Löwdin charge in e.
Atoms and positions in Å:
Nd  0.24  0.21  -0.71  0.582
Cl  0.55  -1.97  -1.54  -0.026
Cl  1.39  2.25  -0.47  -0.131
C  2.88  -0.18  -2.68  -0.068
H  3.31  0.39  -1.86  0.027
H  3.39  -1.08  -3.00  0.057
C  -1.56  0.77  -1.51  -0.543
C  1.73  0.22  -3.27  -0.314
H  -2.39  0.78  -0.88  -0.089
C  1.06  -0.49  -4.40  -0.253
H  1.24  1.14  -2.92  0.031
C  -0.22  0.22  -4.88  -0.230
H  1.76  -0.61  -5.24  0.108
H  0.78  -1.50  -4.05  0.062
C  -1.41  0.06  -3.93  -0.225
H  0.00  1.29  -5.03  0.101
H  -0.49  -0.18  -5.86  0.091
C  -1.55  1.19  -2.86  -0.436
H  -2.34  0.05  -4.51  0.086
H  -1.34  -0.90  -3.41  0.067
H  -0.81  1.98  -3.08  0.072
H  -2.54  1.66  -2.99  0.081
C  -2.75  0.15  3.53  -0.061
N  -1.30  -0.08  3.72  -0.147
C  -0.91  -0.42  5.09  -0.085
C  -0.41  -0.08  2.62  -0.328
N  -0.92  0.10  1.39  0.009
N  0.98  -0.33  2.71  -0.152
C  1.82  0.02  3.86  -0.086
C  1.71  -0.99  1.62  -0.116
H  -3.33  0.11  4.48  0.080
H  -3.18  -0.62  2.87  0.092
H  -2.92  1.16  3.10  0.093
H  -0.31  -1.35  5.09  0.091
H  -0.39  0.43  5.57  0.073
H  -1.77  -0.59  5.75  0.076
H  -1.92  0.26  1.27  0.038
H  2.17  -0.89  4.38  0.088
H  2.71  0.59  3.52  0.092
H  1.32  0.71  4.54  0.067
H  1.24  -1.96  1.39  0.073
H  1.73  -0.34  0.72  -0.046
H  2.77  -1.17  1.87  0.098